{"formula": "C44H110BaN7O15", "method": "ωB97M-V with the def2-TZVPD basis set", "species": ["Ba", "C", "C", "O", "H", "H", "H", "H", "H", "C", "O", "C", "C", "N", "C", "C", "O", "C", "H", "H", "H", "H", "H", "H", "H", "H", "H", "H", "H", "H", "H", "H", "H", "C", "O", "C", "C", "N", "C", "C", "O", "C", "H", "H", "H", "H", "H", "H", "H", "H", "H", "H", "H", "H", "H", "H", "H", "C", "O", "C", "C", "N", "C", "C", "O", "C", "H", "H", "H", "H", "H", "H", "H", "H", "H", "H", "H", "H", "H", "H", "H", "C", "O", "C", "C", "N", "C", "C", "O", "C", "H", "H", "H", "H", "H", "H", "H", "H", "H", "H", "H", "H", "H", "H", "H", "C", "O", "C", "C", "N", "C", "C", "O", "C", "H", "H", "H", "H", "H", "H", "H", "H", "H", "H", "H", "H", "H", "H", "H", "C", "O", "C", "C", "N", "C", "C", "O", "C", "H", "H", "H", "H", "H", "H", "H", "H", "H", "H", "H", "H", "H", "H", "H", "C", "O", "C", "C", "N", "C", "C", "O", "C", "H", "H", "H", "H", "H", "H", "H", "H", "H", "H", "H", "H", "H", "H", "H"], "positions_angstrom": [[3.0678, -0.2250, -1.2388], [-1.5649, -0.8692, -0.4514], [-0.4631, -0.3302, 0.4704], [0.8119, -0.5252, 0.0175], [-1.4097, -0.5301, -1.4811], [-2.5486, -0.5289, -0.1145], [-1.5568, -1.9621, -0.4857], [-0.6568, -0.7019, 1.4920], [-0.6784, 0.7675, 0.5177], [4.6156, 0.6127, 5.3314], [3.7920, 0.4333, 4.1961], [3.5564, 1.6295, 3.4789], [3.1944, 1.2618, 2.0511], [4.1505, 0.2865, 1.4536], [5.5163, 0.8487, 1.3193], [5.5893, 2.1774, 0.5998], [5.3474, 3.2362, 1.4806], [4.9658, 4.4337, 0.8281], [4.0662, 1.1391, 6.1162], [5.5325, 1.1635, 5.0886], [4.9497, -0.3612, 5.6860], [4.4469, 2.2674, 3.5033], [2.7550, 2.2285, 3.9353], [3.0541, 2.1635, 1.4546], [2.2257, 0.7484, 2.0391], [4.1879, -0.3850, 2.2203], [6.0666, 0.1327, 0.6882], [6.0628, 0.8595, 2.2667], [4.8560, 2.1741, -0.2188], [6.5886, 2.2634, 0.1495], [4.0137, 4.3036, 0.3029], [5.7576, 4.7719, 0.1526], [4.8393, 5.1761, 1.6128], [-6.5863, 0.7306, -0.8062], [-7.0561, -0.6023, -0.9036], [-6.6268, -1.3919, 0.1840], [-6.9874, -2.8351, -0.1072], [-6.4264, -3.3806, -1.3330], [-4.9743, -3.4861, -1.3337], [-4.4823, -3.9614, -2.6688], [-4.5322, -2.9787, -3.6943], [-3.8273, -1.7968, -3.4149], [-7.1269, 1.2970, -1.5632], [-5.5099, 0.7633, -0.9901], [-6.8533, 1.1525, 0.1680], [-7.0952, -1.0494, 1.1158], [-5.5350, -1.3110, 0.3010], [-8.0760, -2.8980, -0.1936], [-6.7176, -3.4463, 0.7582], [-6.6735, -2.7335, -2.0785], [-4.6317, -4.1809, -0.5589], [-4.4911, -2.5367, -1.0574], [-5.1440, -4.7475, -3.0397], [-3.4797, -4.4089, -2.6122], [-2.8404, -2.0104, -2.9863], [-4.3895, -1.1357, -2.7426], [-3.7022, -1.2590, -4.3559], [-0.3397, -4.9890, -4.3422], [0.3967, -4.3597, -3.3037], [-0.3784, -4.0612, -2.1566], [-0.9479, -5.2791, -1.4680], [-1.7061, -4.9058, -0.2729], [-0.8758, -4.4422, 0.8447], [-1.7691, -4.1488, 2.0201], [-2.1350, -5.3760, 2.6212], [-3.0366, -5.2038, 3.6858], [-0.5604, -6.0309, -4.1167], [0.2812, -4.9460, -5.2364], [-1.2512, -4.4143, -4.5406], [-1.1582, -3.3254, -2.4033], [0.2707, -3.4913, -1.4778], [-0.1313, -5.9922, -1.2727], [-1.6725, -5.7318, -2.1489], [-2.1454, -5.7672, 0.0411], [-0.4273, -3.4879, 0.5596], [-0.0982, -5.1640, 1.1319], [-2.6464, -3.5979, 1.6592], [-1.2220, -3.5450, 2.7535], [-2.6945, -4.4293, 4.3867], [-3.1547, -6.1556, 4.1959], [-4.0305, -4.8791, 3.3427], [-6.6617, 8.1624, 1.5367], [-5.8109, 7.0490, 1.5293], [-4.8655, 7.0506, 2.5663], [-3.9854, 5.8411, 2.4244], [-2.9331, 6.0691, 1.4307], [-1.9302, 5.0048, 1.3907], [-2.3828, 3.6763, 0.8180], [-2.6613, 3.8737, -0.5526], [-2.8028, 2.6803, -1.2884], [-6.1589, 9.1096, 1.7625], [-7.4618, 8.0400, 2.2815], [-7.1229, 8.2355, 0.5537], [-5.3507, 7.0361, 3.5546], [-4.2221, 7.9388, 2.5160], [-4.5892, 4.9612, 2.1558], [-3.5364, 5.6020, 3.3928], [-3.3733, 6.0915, 0.5153], [-1.5583, 4.8362, 2.4074], [-1.0748, 5.3609, 0.8106], [-3.2545, 3.2588, 1.3349], [-1.5471, 2.9725, 0.9617], [-2.3246, 2.8290, -2.2602], [-3.8552, 2.4282, -1.4532], [-2.3215, 1.8218, -0.8051], [1.7993, -4.9753, 4.2688], [2.6660, -3.8518, 4.1603], [2.2634, -2.7601, 4.9627], [1.2653, -1.8886, 4.2243], [0.9963, -0.6616, 4.9579], [-0.0028, 0.1675, 4.2859], [-0.3888, 1.3055, 5.1899], [-1.1486, 2.2479, 4.4638], [-1.4269, 3.3890, 5.2107], [2.2127, -5.7288, 3.6009], [0.7757, -4.7218, 3.9876], [1.8266, -5.3844, 5.2839], [3.1443, -2.1558, 5.1965], [1.8397, -3.1235, 5.9051], [0.3422, -2.4529, 4.0878], [1.6786, -1.6892, 3.2217], [1.8796, -0.1571, 4.9430], [-0.8949, -0.4352, 4.1036], [0.3793, 0.5815, 3.3422], [0.5272, 1.7716, 5.5963], [-0.9557, 0.9487, 6.0595], [-1.9663, 3.1676, 6.1423], [-2.0574, 4.0386, 4.6031], [-0.5207, 3.9461, 5.4898], [2.9190, -3.0798, 0.9802], [3.5738, -2.7569, -0.2405], [3.6535, -3.8453, -1.1412], [3.7311, -3.2810, -2.5465], [2.5474, -2.4852, -2.8892], [2.7110, -1.9525, -4.2417], [1.4818, -1.1645, -4.6146], [1.3594, -0.0165, -3.7865], [0.1099, 0.6119, -3.9086], [1.8358, -3.1493, 0.8390], [2.9590, -2.2143, 1.6375], [3.3406, -3.9676, 1.4454], [2.7776, -4.4989, -1.0441], [4.5416, -4.4507, -0.9322], [3.8925, -4.1132, -3.2480], [4.6683, -2.7043, -2.5998], [1.7947, -3.1720, -2.9654], [2.8541, -2.7252, -5.0137], [3.6353, -1.3719, -4.3360], [0.6058, -1.8183, -4.5487], [1.5799, -0.7967, -5.6452], [-0.7165, -0.0851, -3.7253], [-0.0188, 1.0602, -4.9024], [0.0308, 1.3998, -3.1620], [1.1860, 2.8412, -0.7242], [2.4366, 2.3944, -1.2376], [2.9049, 3.1998, -2.3228], [4.2221, 2.7227, -2.9015], [4.1384, 1.3744, -3.5147], [4.3302, 1.3880, -4.9740], [3.2023, 2.0808, -5.7128], [3.4914, 2.2673, -7.0713], [4.4641, 3.2387, -7.3288], [1.2573, 3.8971, -0.4404], [0.9488, 2.2706, 0.1722], [0.3907, 2.6849, -1.4544], [2.9382, 4.2282, -1.9363], [2.1545, 3.2516, -3.1244], [5.0245, 2.7908, -2.1663], [4.5174, 3.4604, -3.6573], [4.9742, 0.8923, -3.1833], [4.4234, 0.3658, -5.3484], [5.2921, 1.8468, -5.2499], [2.9794, 3.0650, -5.2743], [2.3194, 1.4457, -5.6471], [4.3622, 3.5625, -8.3629], [5.4942, 2.9196, -7.1459], [4.2965, 4.1505, -6.7269]], "forces_ev_per_angstrom": [[-1.966, -0.624, 0.779], [0.247, -0.317, -0.010], [-0.516, 0.996, -0.481], [1.428, -0.222, -0.573], [0.034, 0.146, 0.072], [-0.045, -0.094, -0.006], [-0.129, -0.001, 0.062], [0.172, -0.155, 0.000], [-0.002, -0.154, 0.321], [0.251, 0.035, 0.154], [0.165, -0.183, -0.164], [0.107, 0.570, -0.011], [-0.532, -0.520, 0.108], [-0.130, 1.241, 0.428], [0.219, -0.927, -0.369], [0.157, -0.341, 0.079], [-0.179, 0.151, 0.040], [0.243, -0.054, 0.405], [0.119, -0.014, 0.099], [-0.183, 0.171, -0.092], [-0.322, -0.085, 0.028], [0.051, -0.149, -0.061], [-0.101, -0.187, -0.005], [0.294, -0.032, -0.097], [0.013, 0.023, 0.018], [0.218, -0.417, -0.414], [0.021, 0.071, 0.139], [-0.066, 0.336, 0.044], [-0.084, 0.091, 0.057], [-0.033, 0.152, -0.016], [0.046, 0.003, -0.144], [-0.120, 0.029, -0.154], [-0.035, 0.067, -0.073], [-0.670, -0.334, -0.178], [0.103, 0.114, 0.062], [0.301, -0.114, -0.065], [-0.519, -0.001, 0.082], [0.169, 0.196, -0.032], [0.105, 0.148, 0.671], [-0.053, -0.396, -0.603], [-0.039, 0.029, -0.110], [-0.080, 0.175, -0.080], [0.206, 0.063, -0.079], [0.086, 0.173, 0.142], [0.271, 0.065, 0.059], [0.007, -0.033, 0.004], [-0.035, 0.176, 0.072], [0.024, -0.001, 0.007], [0.156, -0.096, -0.099], [-0.135, -0.176, -0.054], [-0.227, -0.160, -0.092], [0.164, -0.046, -0.154], [-0.019, -0.021, 0.166], [0.091, 0.343, 0.176], [-0.013, 0.085, 0.072], [0.152, -0.060, 0.095], [0.029, -0.092, -0.036], [0.164, 0.441, -0.256], [0.136, -0.232, 0.071], [0.075, 0.906, 0.422], [-0.336, 0.181, -0.047], [0.481, -0.562, 0.010], [-0.414, 0.340, -0.376], [0.255, -0.261, 0.233], [-0.063, -0.009, -0.158], [-0.444, 0.317, 0.100], [-0.120, -0.009, 0.036], [0.015, -0.081, 0.025], [-0.125, -0.220, 0.033], [-0.199, -0.370, -0.137], [0.139, -0.244, -0.093], [-0.049, -0.021, -0.015], [0.143, -0.261, 0.045], [-0.268, 0.196, 0.071], [0.241, -0.082, 0.018], [0.074, 0.089, -0.009], [-0.030, 0.038, 0.140], [-0.087, 0.170, 0.042], [0.152, -0.199, 0.039], [0.121, -0.014, 0.045], [0.121, -0.071, -0.143], [-0.583, 0.181, 0.185], [0.228, 0.011, -0.315], [0.061, 0.015, 0.451], [0.250, -0.572, -0.282], [0.108, -0.317, 0.004], [-0.235, 0.263, 0.368], [0.364, 0.014, 0.163], [0.234, -0.110, -0.047], [-0.016, -0.147, -0.210], [0.239, -0.126, -0.095], [0.081, -0.009, -0.032], [0.014, -0.002, -0.010], [-0.137, 0.028, -0.127], [-0.126, 0.068, -0.003], [-0.225, 0.156, 0.159], [0.195, 0.191, -0.061], [0.008, 0.227, 0.007], [-0.068, 0.006, -0.024], [-0.036, -0.041, -0.118], [-0.019, 0.060, 0.060], [-0.157, -0.117, -0.170], [-0.109, -0.004, -0.042], [-0.002, 0.049, 0.037], [0.025, 0.134, 0.078], [0.567, 0.195, 0.019], [0.053, -0.152, -0.015], [-0.109, 0.083, 0.093], [0.005, -0.026, -0.082], [-0.014, -0.171, -0.191], [0.144, -0.147, 0.278], [0.154, 0.362, 0.386], [0.242, -0.392, -0.246], [-0.272, 0.635, 0.380], [-0.209, -0.037, -0.093], [-0.094, -0.124, -0.032], [-0.145, 0.077, 0.025], [0.102, -0.167, -0.034], [0.009, 0.108, 0.045], [-0.174, 0.098, -0.031], [-0.125, -0.006, -0.024], [-0.110, 0.096, 0.208], [0.094, -0.038, -0.286], [-0.252, -0.099, -0.135], [-0.089, 0.080, -0.108], [0.002, -0.069, -0.062], [0.007, -0.122, -0.090], [0.032, -0.027, 0.025], [0.035, -0.109, -0.102], [-0.686, 0.492, 0.284], [0.082, 0.086, 0.047], [-0.218, -0.103, -0.289], [0.464, -0.544, 0.263], [1.124, -0.468, -0.403], [-0.178, -0.054, -0.346], [0.318, 0.654, -0.571], [0.253, -0.460, 0.603], [-0.558, 0.173, -0.115], [0.048, -0.511, -0.329], [0.631, -0.071, 0.052], [0.038, 0.027, 0.094], [-0.058, 0.122, 0.051], [-0.007, 0.005, 0.026], [-0.100, 0.033, 0.022], [-0.268, 0.336, -0.128], [-0.230, 0.270, 0.169], [-0.195, -0.206, 0.198], [-0.155, 0.309, 0.346], [-0.111, 0.124, 0.115], [-0.135, -0.302, -0.113], [0.090, -0.045, -0.064], [0.018, -0.075, 0.013], [0.176, -0.009, 0.028], [-0.096, 0.177, 0.305], [0.410, -0.191, -0.422], [-0.726, 0.567, 0.118], [-0.112, 0.482, -0.228], [0.923, 0.035, 0.476], [0.390, 0.058, -0.357], [-0.110, 0.089, 0.061], [-0.117, -0.513, -0.167], [0.146, 1.070, 0.015], [-0.088, 0.008, -0.176], [0.108, -0.217, -0.118], [-0.030, 0.156, -0.015], [0.533, -0.002, -0.180], [-0.063, -0.370, 0.090], [-0.078, -0.281, 0.141], [-0.107, -0.005, -0.006], [-0.070, -0.026, -0.040], [-0.226, -0.060, 0.164], [-0.153, 0.210, 0.205], [-0.048, -0.140, 0.150], [-0.125, 0.194, -0.048], [0.061, -0.273, -0.074], [-0.063, -0.207, -0.076], [-0.044, -0.231, 0.045]], "spin_multiplicity": 1, "homo_lumo_gap_ev": 7.37, "homo_ev": -9.947, "relative_energy_ev": 0.000, "max_force_ev_per_a": 2.205, "charge": 1}